Here is a molecular structure, C43H42MgN8O3PS2Se from the Open Molecules 2025 dataset. Energies are from wB97M-V/def2-TZVPD.

ΔE to the lowest compared entry with this formula, charge and spin = 0.0 kcal/mol
lowest unoccupied orbital energy = 0.084 Eh
energy = -6067.07624 a.u.
molecular weight = 917.235 g mol⁻¹
total charge = -1
HOMO energy = -5.2 eV

Each line ends with the Löwdin charge.
Atoms and positions in Å:
Mg1 -0.5848 -0.3821 0.4813  0.50
N1 -0.5492 3.0775 -0.7870  -0.11
P1 0.9894 2.3831 -0.4098  1.06
C1 1.7724 3.7883 0.4692  -0.36
C2 1.9287 5.0617 -0.0757  -0.10
C3 2.4946 6.0824 0.6697  -0.09
C4 2.9223 5.8399 1.9696  -0.10
C5 2.7777 4.5759 2.5195  -0.08
C6 2.2019 3.5558 1.7713  -0.11
C7 1.7525 2.6014 -2.0621  -0.37
C8 1.0282 2.3164 -3.2172  -0.12
C9 1.6310 2.3850 -4.4651  -0.09
C10 2.9636 2.7482 -4.5774  -0.09
C11 3.6928 3.0426 -3.4331  -0.09
C12 3.0918 2.9699 -2.1871  -0.13
C13 -1.7929 2.6138 -0.4426  -0.36
C14 -2.9122 3.4239 -0.7265  -0.02
C15 -4.1587 3.0044 -0.3390  -0.08
C16 -4.2939 1.7908 0.3348  -0.07
C17 -3.1523 1.0539 0.5512  -0.12
N2 -1.9267 1.4302 0.1576  0.07
H1 -0.5674 3.9690 -1.2579  0.10
H2 1.6305 5.2504 -1.1015  0.11
H3 2.6091 7.0680 0.2348  0.10
H4 3.3674 6.6379 2.5509  0.10
H5 3.1051 4.3778 3.5325  0.10
H6 2.0653 2.5738 2.2114  0.08
H7 -0.0058 2.0079 -3.1415  0.09
H8 1.0585 2.1236 -5.3452  0.10
H9 3.4358 2.7944 -5.5505  0.10
H10 4.7368 3.3217 -3.5086  0.10
H11 3.6755 3.1909 -1.3029  0.10
H12 -2.7694 4.3700 -1.2327  0.10
H13 -5.0246 3.6200 -0.5499  0.10
H14 -5.2513 1.4237 0.6730  0.10
H15 -3.1984 0.0954 1.0549  0.10
O1 -1.4609 -5.6809 -1.1643  0.04
C18 -2.6289 -5.0423 -1.3124  -0.27
C19 -3.7028 -5.7798 -1.8162  -0.03
C20 -4.9333 -5.1852 -2.0084  -0.10
C21 -5.1268 -3.8431 -1.6984  -0.11
C22 -4.0693 -3.1147 -1.1875  -0.03
C23 -2.8152 -3.6867 -0.9791  -0.06
C24 -1.7422 -2.8280 -0.3944  -0.44
O2 -2.0459 -1.6521 -0.0337  -0.12
N3 -0.5469 -3.3786 -0.2715  0.02
N4 0.3615 -2.5451 0.3779  -0.11
C25 1.5143 -3.0601 0.5223  -0.88
S1 2.7619 -2.2183 1.4443  0.94
C26 3.8323 -3.6698 1.5946  -0.52
C27 3.7224 -4.4627 0.3058  -0.52
S2 1.9650 -4.6478 -0.0919  0.94
H16 -0.8161 -5.0041 -0.8256  0.04
H17 -3.5351 -6.8210 -2.0587  0.11
H18 -5.7509 -5.7740 -2.4079  0.09
H19 -6.0901 -3.3756 -1.8550  0.09
H20 -4.1824 -2.0691 -0.9324  0.11
H21 3.5251 -4.2764 2.4472  0.07
H22 4.8497 -3.3123 1.7585  0.07
H23 4.1495 -5.4595 0.4164  0.07
H24 4.2275 -3.9509 -0.5122  0.06
C28 -2.3282 -4.1982 3.8384  -0.12
N5 -2.1408 -2.7802 4.0784  -0.26
C29 -3.2691 -2.0374 3.5408  -0.10
C30 -0.8855 -2.3451 3.4551  -0.19
C31 -0.5772 -0.8850 3.6981  -0.27
C32 -0.4729 -0.4789 5.0295  -0.07
C33 -0.2476 0.8476 5.3563  -0.12
C34 -0.1454 1.7801 4.3311  -0.12
C35 -0.2513 1.3554 3.0137  -0.18
C36 -0.4491 0.0180 2.6263  -0.11
H25 -3.2543 -4.5381 4.3067  0.08
H26 -1.4974 -4.7615 4.2679  0.08
H27 -2.3817 -4.4395 2.7619  0.09
H28 -4.1885 -2.3660 4.0306  0.08
H29 -3.3814 -2.1805 2.4523  0.08
H30 -3.1361 -0.9721 3.7307  0.08
H31 -0.9105 -2.5336 2.3767  0.09
H32 -0.0878 -2.9729 3.8708  0.12
H33 -0.5956 -1.2186 5.8147  0.10
H34 -0.1649 1.1524 6.3937  0.09
H35 0.0104 2.8305 4.5578  0.09
H36 -0.1882 2.1254 2.2427  0.05
Se1 0.9924 -1.6008 -4.0523  0.51
C37 0.4169 -0.8319 -2.5269  -0.89
N6 0.0772 -0.2977 -1.5512  0.02
N7 4.3811 -2.1302 -3.2350  0.18
C38 5.3679 -1.7665 -2.3959  -0.51
O3 6.5120 -2.1930 -2.5021  0.02
C39 5.0086 -0.8594 -1.2508  -0.12
C40 5.9252 -0.7662 -0.2111  -0.02
C41 5.6296 0.0306 0.8768  -0.06
C42 4.4254 0.7185 0.8790  -0.17
N8 3.5443 0.6567 -0.1115  0.06
C43 3.8307 -0.1205 -1.1549  -0.09
H37 4.6537 -2.6784 -4.0333  0.11
H38 3.4522 -1.7220 -3.2655  -0.03
H39 6.8478 -1.3273 -0.2816  0.12
H40 6.3132 0.1252 1.7101  0.10
H41 4.1475 1.3364 1.7268  0.10
H42 3.0789 -0.1416 -1.9382  0.09